Entry 1:
Computed, not measured: a cluster of 15 separate species, C78H192Br6N12 in total at a distorted geometry, with wB97M-V/def2-TZVPD.

Properties
Maximum force, eV Å⁻¹: 4.00
Total charge: 0
Highest occupied orbital energy, eV: -7.9
Calculated total energy, eV: -522130.7825

Last column: Mulliken charge in e.
Cartesian coordinates (Å):
H 15.126 14.111 24.507  0.174
H 20.042 12.117 14.551  -0.076
H 19.165 14.543 17.676  -0.476
H 22.148 15.929 25.731  0.604
H 26.770 19.004 16.076  -0.192
H 20.378 8.255 22.088  0.369
C 17.879 14.996 12.740  1.324
H 23.958 9.558 16.877  0.534
H 19.251 9.705 25.012  0.488
H 11.997 11.890 13.458  0.507
C 16.204 17.355 22.064  -0.694
C 24.079 12.679 18.056  -1.888
H 15.307 15.455 22.800  0.081
H 20.528 19.354 23.747  0.107
H 21.638 10.790 24.485  0.153
C 19.507 11.829 20.315  0.775
C 14.569 14.256 15.478  0.637
C 27.881 15.479 19.207  -0.299
C 14.275 12.763 15.733  -1.380
C 21.179 16.372 25.620  0.667
C 11.814 12.985 17.286  -0.931
H 16.683 18.598 13.347  0.258
C 11.532 18.564 18.363  -1.289
H 20.097 18.192 16.086  -0.702
H 22.331 19.490 12.779  0.414
H 14.487 18.895 23.344  0.214
C 20.379 14.075 25.819  0.177
H 15.600 14.549 15.742  -0.691
H 17.700 15.516 17.428  -0.332
C 18.230 16.087 24.921  1.428
C 19.370 16.592 18.284  1.970
H 14.885 14.771 20.017  0.621
H 14.998 14.953 26.014  0.283
H 13.387 17.314 15.102  0.429
H 19.806 19.449 14.002  0.250
H 14.263 12.472 16.816  0.334
H 25.233 23.251 15.963  0.400
H 22.768 23.293 15.601  0.656
H 20.553 13.981 24.768  -0.203
C 27.736 18.001 18.987  0.702
N 20.242 15.445 26.317  0.150
H 23.423 17.439 17.981  -0.311
H 19.103 9.519 23.256  0.273
H 25.823 10.509 18.603  0.419
C 24.012 20.464 18.559  -1.595
H 22.079 16.800 17.038  -0.849
N 24.087 11.697 17.054  0.215
H 13.269 18.937 15.592  0.362
H 23.462 18.940 14.024  -1.603
H 16.304 21.805 15.726  0.186
Br 17.884 13.260 22.246  -0.050
H 23.702 12.650 22.488  0.577
C 21.105 9.964 23.922  -0.612
H 22.055 18.317 25.874  0.436
H 28.950 15.962 17.428  0.329
H 22.129 21.552 22.242  0.388
H 17.931 20.994 13.378  0.399
C 13.902 18.074 15.637  -1.644
H 26.940 15.162 18.765  0.245
C 20.577 19.164 15.890  1.085
H 19.465 13.586 26.110  0.447
H 16.924 15.173 13.320  -0.423
H 23.261 21.234 18.441  0.338
H 22.815 13.650 19.572  0.068
H 12.633 15.470 19.211  0.474
H 15.978 18.361 21.668  0.347
H 23.445 10.374 23.118  0.275
C 11.839 13.068 15.783  -0.525
C 24.855 10.095 18.842  -0.871
H 21.568 7.855 19.931  0.430
H 18.662 11.066 14.906  0.450
H 22.034 11.884 16.524  -0.006
C 18.057 12.165 20.611  -0.885
C 15.001 16.543 22.626  -0.697
C 25.799 16.737 20.998  -0.163
Br 22.827 18.694 22.951  -0.146
H 17.042 17.409 22.720  0.325
H 17.619 12.821 19.930  0.337
H 24.492 22.782 17.497  0.351
H 21.237 17.743 27.233  0.437
C 22.729 10.694 22.397  -0.268
N 22.787 17.463 12.850  1.051
H 10.833 13.219 17.657  0.463
H 12.152 19.427 18.041  0.209
C 14.418 14.676 25.135  -1.220
H 22.438 13.817 26.294  0.288
H 17.177 12.601 13.366  -0.457
C 17.566 14.411 11.333  -1.615
C 19.444 14.822 14.573  0.898
H 24.838 12.512 18.852  0.410
H 13.713 13.900 25.471  0.435
C 24.545 22.439 16.439  -1.039
H 29.977 15.418 18.661  0.343
H 24.461 10.631 19.788  -0.158
H 21.463 18.884 15.363  -0.556
H 19.933 17.712 20.874  -0.964
C 21.490 13.321 26.495  -1.454
H 18.270 15.239 26.942  0.419
H 22.967 8.492 20.509  0.366
H 15.047 12.061 15.364  0.405
C 28.770 19.137 19.288  -1.623
H 22.542 21.653 16.331  -0.157
Br 19.854 22.275 22.832  -0.169
H 13.643 18.262 26.250  0.336
C 23.185 18.857 12.962  1.049
H 18.764 16.408 20.528  -0.358
C 18.049 12.962 13.997  0.598
Br 15.705 20.848 18.923  -0.169
H 23.080 13.994 15.709  -0.266
H 28.966 14.238 17.701  0.391
H 24.278 20.565 12.197  0.378
H 22.092 16.041 11.643  0.556
C 16.391 21.624 14.651  -1.321
H 27.893 20.361 15.738  0.400
N 13.196 16.648 17.580  0.697
H 17.204 13.380 11.393  0.359
C 21.147 19.656 22.899  0.969
H 14.212 10.647 13.240  0.305
C 24.508 20.092 17.180  1.104
C 17.267 18.205 14.198  -0.325
C 18.569 15.345 18.097  0.199
H 27.160 19.304 14.404  0.357
H 23.249 21.942 14.737  0.032
C 19.064 11.781 14.198  -1.229
H 24.610 17.498 15.054  0.028
H 21.371 8.979 24.386  0.321
H 16.550 16.762 21.223  -0.273
H 16.646 19.334 15.910  1.315
C 21.903 8.655 20.598  -1.019
H 15.098 19.015 25.648  0.236
H 25.119 19.203 17.259  0.218
H 14.777 18.199 14.988  0.182
C 22.728 12.815 18.811  2.278
H 13.937 14.932 16.087  -0.290
H 14.376 18.491 17.731  0.377
H 27.852 17.809 17.918  0.201
H 21.537 15.642 21.593  0.316
H 13.561 19.879 25.489  0.418
H 18.542 14.399 10.824  0.304
H 13.650 16.843 19.678  0.816
H 22.443 11.881 19.279  -0.871
H 18.892 16.669 24.344  -0.413
H 10.526 18.792 18.097  0.484
C 21.568 17.204 19.079  -0.781
C 22.552 16.773 18.030  0.786
H 26.022 21.635 14.739  0.679
H 21.882 13.113 18.195  -0.426
H 17.459 11.258 20.720  0.598
N 27.928 16.867 19.776  0.421
N 18.807 14.093 13.465  0.240
C 18.829 15.971 26.318  -1.601
H 24.801 20.873 19.163  0.312
H 20.079 14.680 21.249  -1.165
N 18.414 20.225 15.333  0.405
H 11.663 18.434 19.452  0.252
H 14.204 16.603 21.811  0.239
H 12.816 13.401 13.363  0.347
H 27.982 14.767 20.042  0.395
H 23.731 19.663 16.480  -0.635
H 18.000 21.547 20.690  0.419
C 23.013 11.856 16.032  -0.541
C 13.537 16.069 18.902  -1.908
Br 19.531 10.987 18.494  -0.118
H 22.248 12.523 23.581  -0.138
H 12.046 11.937 17.612  0.358
H 11.518 17.246 16.595  0.603
H 15.671 15.796 18.774  -0.321
C 19.829 16.627 20.629  1.200
H 20.711 19.461 21.907  -0.733
C 14.104 11.735 13.034  -0.523
H 21.661 9.554 20.060  -0.081
H 25.454 17.588 20.327  0.045
H 28.920 19.356 20.340  0.339
C 14.024 18.895 25.452  -1.270
H 21.388 14.999 13.624  0.483
C 22.311 17.077 11.489  -1.041
H 16.714 17.405 14.748  -0.340
H 27.740 16.232 21.816  0.474
H 23.067 10.496 21.375  -0.345
H 22.890 10.206 18.034  0.310
H 15.179 17.036 16.964  -0.954
H 19.917 11.110 21.011  -0.290
H 14.520 14.712 14.516  0.812
H 22.824 15.703 18.241  -0.352
H 19.839 14.102 15.285  0.528
H 22.010 12.701 21.901  -0.304
N 20.420 16.391 19.317  2.028
C 23.263 13.054 15.174  -0.471
C 21.171 17.754 26.173  -1.760
H 21.641 12.344 26.053  0.306
H 23.218 16.422 15.248  -0.651
C 20.638 15.594 14.099  0.052
H 21.809 21.395 23.999  0.467
H 24.957 9.041 19.118  0.410
C 24.360 19.475 12.131  -1.413
H 10.899 12.686 15.421  0.544
H 13.813 11.744 11.961  0.434
H 24.305 13.631 17.581  0.278
C 17.559 19.055 15.468  0.002
H 20.161 15.810 22.638  -0.797
H 21.123 16.102 14.950  -0.601
H 20.618 17.178 10.300  0.462
H 19.289 11.321 13.270  0.425
C 17.655 20.439 18.802  0.325
Br 20.282 21.219 19.437  -0.136
H 20.085 12.705 20.164  -0.464
C 13.728 15.893 24.518  -0.708
H 18.106 15.038 19.043  0.042
H 27.571 17.868 21.529  0.335
H 13.008 15.536 23.799  0.332
C 22.698 12.248 22.607  -0.176
H 26.770 18.478 19.284  -0.618
N 25.240 21.163 16.518  0.104
H 18.291 15.092 24.436  -0.292
H 22.106 17.311 20.017  0.667
H 20.387 16.341 13.358  -0.847
C 27.321 16.918 21.100  -1.209
H 21.319 18.217 18.785  -0.451
C 14.783 15.144 18.989  -0.124
H 15.654 20.910 14.304  0.221
C 11.837 17.192 17.639  -0.838
H 18.073 18.381 16.199  -0.632
H 23.698 15.516 13.004  0.710
H 22.604 12.965 14.306  0.441
H 17.548 13.357 14.858  -0.184
C 29.008 15.207 18.189  -1.424
H 12.799 18.128 23.768  0.363
C 21.063 17.786 11.094  -0.903
C 19.575 10.082 24.053  -0.878
H 17.998 22.487 19.186  0.455
H 17.994 20.437 17.755  -0.136
C 23.892 10.338 17.655  -0.412
H 17.195 16.414 25.052  -0.143
H 20.721 19.593 16.840  0.043
H 11.225 16.407 18.070  0.490
H 13.102 16.337 25.292  0.491
H 21.318 13.349 27.584  0.426
N 14.567 16.945 23.974  0.986
H 18.128 17.709 13.799  -0.320
H 11.889 14.107 15.460  0.325
C 25.771 20.700 15.228  0.027
H 25.348 16.920 21.963  0.370
H 25.552 15.750 20.618  0.043
C 18.274 21.535 19.632  -0.629
H 29.749 18.917 18.894  0.370
C 27.041 19.808 15.364  -0.969
H 18.351 15.991 12.554  -0.342
H 19.871 16.748 17.291  -1.298
H 12.503 13.647 17.796  -0.163
C 23.222 22.344 15.770  -0.280
H 24.305 13.156 14.849  0.373
H 23.064 17.228 10.719  0.705
H 25.348 19.275 12.562  0.234
C 21.430 21.179 23.002  -0.859
C 17.826 21.268 14.410  -0.584
C 12.922 12.391 13.724  -0.527
H 15.046 12.198 13.161  -0.320
H 18.751 16.905 26.840  0.439
H 18.478 22.137 14.568  0.572
H 24.326 19.165 11.043  0.314
C 19.753 20.017 14.923  -1.017
C 20.436 15.632 21.593  1.195
H 24.816 16.828 12.706  0.427
C 23.889 16.556 13.250  -1.500
H 20.958 16.386 24.585  -0.475
H 24.958 20.104 14.630  -0.258
H 23.533 19.638 19.080  0.217
H 22.079 7.885 22.468  0.462
H 18.647 15.473 15.019  -0.588
N 21.497 9.978 22.550  0.839
H 19.221 11.150 24.027  -0.110
H 17.888 19.466 19.260  -0.218
H 22.881 10.916 15.438  0.532
H 21.337 18.819 10.810  0.329
H 28.507 20.062 18.776  0.365
C 14.215 17.631 17.056  1.280
N 12.963 12.345 15.166  0.020
C 21.406 8.580 21.971  -0.703
H 20.342 17.747 11.918  -0.221
C 13.884 18.246 24.039  -0.387
H 14.715 14.323 18.303  -0.196
H 16.875 15.103 10.803  0.448
H 20.290 18.330 25.863  0.258
H 20.267 20.999 14.783  0.502
C 24.146 16.548 14.719  0.223
H 16.196 22.594 14.182  0.467
H 18.769 17.495 18.536  -0.637
H 24.764 15.705 14.993  0.661

Entry 2:
Computed, not measured: the ion C3H8NS with charge -1 at a distorted geometry, with wB97M-V/def2-TZVPD.

Properties
Maximum force, eV Å⁻¹: 5.46
Total charge: -1
Highest occupied orbital energy, eV: -2.3
Structure (SMILES): CNCC[S-]
Calculated total energy, eV: -15565.6428

Last column: natural (NBO) charge in e.
Cartesian coordinates (Å):
C -0.378 0.473 0.757  -0.201
H -1.129 1.038 1.501  0.120
H -0.787 -0.890 2.854  0.187
H -1.168 -2.574 2.089  0.181
C -0.572 -1.604 2.113  -0.421
H -0.155 2.116 -0.542  0.191
H 0.474 -1.882 2.135  0.170
S 1.100 0.552 -1.668  -0.796
C -0.433 1.124 -0.671  -0.497
H 0.483 0.660 1.327  0.161
H -1.266 0.946 -1.232  0.188
N -0.785 -0.963 0.761  -0.658
H -0.260 -1.467 0.037  0.375

> Which formula does entry 2 have?

C3H8NS

> Which value of calculated total energy does entry 2 give?

-15565.6428 eV

Copy entry 2 word for word.
Computed, not measured: the ion C3H8NS with charge -1 at a distorted geometry, with wB97M-V/def2-TZVPD.

Properties
Maximum force, eV Å⁻¹: 5.46
Total charge: -1
Highest occupied orbital energy, eV: -2.3
Structure (SMILES): CNCC[S-]
Calculated total energy, eV: -15565.6428

Last column: natural (NBO) charge in e.
Cartesian coordinates (Å):
C -0.378 0.473 0.757  -0.201
H -1.129 1.038 1.501  0.120
H -0.787 -0.890 2.854  0.187
H -1.168 -2.574 2.089  0.181
C -0.572 -1.604 2.113  -0.421
H -0.155 2.116 -0.542  0.191
H 0.474 -1.882 2.135  0.170
S 1.100 0.552 -1.668  -0.796
C -0.433 1.124 -0.671  -0.497
H 0.483 0.660 1.327  0.161
H -1.266 0.946 -1.232  0.188
N -0.785 -0.963 0.761  -0.658
H -0.260 -1.467 0.037  0.375

> Among the records above, which one has the highest total charge?

C78H192Br6N12